(1)
A cluster of 2 separate species, C12H29NO5PS in total. Source: the OMol25 dataset; level of theory: wB97M-V/def2-TZVPD.

total charge = +1

Each line ends with the natural charge from an NBO analysis.
CARTESIAN COORDINATES (ANGSTROEM)
1 S 3.404 -1.896 0.519  -0.024
2 P -1.748 0.203 -1.786  2.511
3 O -3.014 0.656 -2.700  -0.847
4 O -2.266 0.473 -0.419  -1.023
5 O -0.693 1.422 -2.072  -0.797
6 O 1.124 0.538 3.399  -0.516
7 O -1.195 -0.825 -2.891  -0.830
8 N 3.311 0.023 2.552  -0.528
9 C -4.336 0.787 -2.160  -0.056
10 C -0.268 0.510 3.046  -0.088
11 C 1.503 0.395 -1.729  -0.636
12 C -4.642 2.235 -1.840  -0.632
13 C -0.967 0.526 -4.975  -0.641
14 C 0.505 1.461 -1.311  -0.068
15 C 3.591 -2.198 3.194  -0.414
16 C -1.460 -0.735 -4.307  -0.041
17 C -1.154 -0.247 4.056  -0.647
18 C 2.112 -1.751 3.452  -0.479
19 C 1.881 -0.399 2.751  0.271
20 C 4.040 -1.186 2.096  -0.174
21 H -1.866 0.442 4.505  0.234
22 H -3.845 2.691 -1.253  0.217
23 H -0.472 0.123 2.043  0.198
24 H -4.465 0.150 -1.288  0.190
25 H -5.026 0.426 -2.924  0.183
26 H -0.939 -1.589 -4.742  0.192
27 H 1.337 -2.470 3.203  0.262
28 H 0.936 2.451 -1.459  0.193
29 H 2.447 0.537 -1.198  0.195
30 H 0.261 1.362 -0.245  0.164
31 H 1.692 0.429 -2.801  0.229
32 H 1.521 -0.435 1.719  0.207
33 H 2.037 -1.600 4.532  0.248
34 H 4.294 -2.080 4.022  0.228
35 H 3.499 0.906 2.070  0.454
36 H 5.108 -1.072 1.947  0.260
37 H -1.529 1.402 -4.657  0.232
38 H -1.688 -1.055 3.557  0.224
39 H -1.081 0.431 -6.056  0.228
40 H 3.669 -3.225 2.858  0.248
41 H -4.731 2.816 -2.759  0.211
42 H -0.555 -0.680 4.859  0.218
43 H 3.461 -3.225 0.702  0.169
44 H 1.128 -0.605 -1.498  0.207
45 H 0.084 0.706 -4.750  0.207
46 H -2.518 -0.898 -4.499  0.199
47 H -0.608 1.545 3.037  0.210
48 H -5.578 2.319 -1.286  0.217
49 H 3.702 0.206 3.487  0.435

Force components x, y, z for each atom (eV/Å):
S -0.2131 1.0942 -1.1453
P -2.4225 4.7271 -3.5999
O 0.3502 -0.4206 0.0658
O 1.6251 -2.8902 0.7285
O -0.0518 -0.7545 0.2241
O 0.8331 0.0158 0.2404
O 0.5083 -0.9752 2.5531
N 1.1709 1.1537 0.8682
C -0.2595 0.3356 0.1139
C -1.3963 0.3445 0.3799
C -0.1540 -0.1363 0.0902
C 0.0652 0.1585 -0.1147
C 0.0079 0.3285 0.3087
C 0.2569 0.1233 0.1269
C 0.0580 0.7427 -0.6292
C -0.1359 -0.3610 -0.9008
C 0.4610 -0.0723 -0.2016
C 0.4311 -0.0489 0.9983
C -0.7407 -0.4338 -0.9080
C -0.3855 -2.9223 -0.3984
H -0.0738 -0.1364 0.0326
H -0.0060 -0.1470 0.1305
H 0.5859 -0.0296 -0.0904
H 0.1622 0.0374 0.0607
H 0.1414 -0.0421 -0.0968
H 0.1020 -0.0531 0.2962
H 0.2220 -0.1166 -0.2829
H -0.1118 0.0316 -0.0491
H 0.0169 0.0210 -0.0481
H -0.0126 0.0547 -0.0096
H 0.0428 0.0804 0.0057
H -0.0991 -0.7332 0.1066
H -0.3321 0.2496 -0.0886
H -0.5142 -0.0121 0.4038
H -0.4683 -0.2188 -0.5792
H -0.0197 0.6302 0.5179
H -0.0235 -0.0189 0.0255
H -0.0966 0.0344 0.1162
H -0.0013 -0.1377 0.0197
H 0.0687 0.0250 -0.0313
H -0.0388 -0.0158 -0.0010
H 0.0070 0.0500 -0.0095
H 0.1891 0.2406 0.6585
H 0.0635 -0.0050 -0.0015
H 0.0242 -0.0553 -0.0694
H -0.0678 0.1480 0.2461
H 0.3632 0.0801 -0.0696
H -0.0102 -0.0178 -0.0233
H -0.1214 0.0476 0.0299



(2)
A cluster of 3 separate species, C12H30B3N2O12P in total. Source: the OMol25 dataset; level of theory: wB97M-V/def2-TZVPD.

total charge = -2

Each line ends with the natural charge from an NBO analysis.
CARTESIAN COORDINATES (ANGSTROEM)
1 P 1.080 -1.277 2.583  1.049
2 O -2.127 1.280 0.910  -0.953
3 O -4.026 2.133 -4.730  -0.500
4 O -1.606 3.096 2.484  -0.958
5 O -3.864 0.825 -3.005  -0.489
6 O 3.347 -6.001 -0.842  -0.505
7 O 2.153 -6.959 -2.383  -0.510
8 O 2.163 1.145 0.964  -1.014
9 O 2.050 -4.701 -2.173  -0.632
10 O 0.853 1.471 5.698  -0.899
11 O 2.775 -1.537 2.323  -1.058
12 O -5.503 2.391 -3.021  -0.653
13 O 2.249 -0.233 5.131  -0.823
14 N 1.589 3.145 2.404  -0.775
15 N 0.230 -1.533 1.007  -1.208
16 C -4.564 1.833 -3.535  0.983
17 C 2.457 3.518 3.566  -0.430
18 C -4.637 3.225 -5.422  -0.067
19 C -4.186 4.554 -4.849  -0.640
20 C 2.724 -4.386 0.878  -0.663
21 C 3.780 -4.837 -0.113  -0.071
22 C 2.271 3.778 1.212  -0.415
23 C 1.159 -6.866 -3.399  -0.255
24 C 1.324 0.589 4.744  0.673
25 C 2.481 -5.773 -1.835  0.979
26 C -0.887 0.704 3.271  -1.000
27 C -4.273 0.463 -1.682  -0.264
28 B 0.755 0.557 3.184  -0.719
29 B 1.515 1.656 2.193  1.100
30 B -1.548 1.676 2.171  1.157
31 H -3.743 -0.448 -1.405  0.213
32 H 2.759 4.619 3.415  0.158
33 H 3.312 -0.953 2.894  0.499
34 H 3.377 2.862 3.678  0.177
35 H -0.464 -0.792 0.847  0.376
36 H 4.058 -4.033 -0.800  0.189
37 H 4.684 -5.127 0.428  0.178
38 H -4.580 5.384 -5.441  0.204
39 H 2.321 4.922 1.315  0.162
40 H 1.787 3.524 4.494  0.263
41 H 2.432 -5.213 1.531  0.198
42 H 0.904 -1.581 0.232  0.360
43 H -1.356 -0.341 3.100  0.214
44 H 1.071 -7.845 -3.871  0.179
45 H 3.126 1.059 1.147  0.475
46 H 3.095 -3.562 1.492  0.283
47 H 1.708 3.584 0.240  0.198
48 H 1.819 -4.050 0.367  0.233
49 H -4.319 3.151 -6.464  0.180
50 H -3.095 4.615 -4.835  0.215
51 H -4.525 4.676 -3.819  0.232
52 H 0.196 -6.605 -2.955  0.192
53 H -3.998 1.251 -0.980  0.215
54 H -5.345 0.265 -1.639  0.181
55 H -1.274 1.039 4.292  0.270
56 H -5.727 3.129 -5.410  0.188
57 H 3.369 3.434 1.139  0.151
58 H -1.820 1.943 0.260  0.476
59 H 1.439 -6.138 -4.163  0.193
60 H -0.949 3.297 3.181  0.511

Force components x, y, z for each atom (eV/Å):
P -0.5246 -1.4283 1.5628
O 1.1509 0.8980 0.6907
O -0.1709 -0.1759 -0.0374
O 0.3113 -1.6305 -0.8106
O -0.3596 0.4021 -0.5361
O -0.1274 -0.3169 -0.7735
O 0.0721 -0.0242 -0.1043
O 0.2979 0.7494 1.0988
O 0.1303 -0.4376 -0.2143
O 0.8517 -2.2674 -3.7183
O -0.0734 0.6142 -0.7247
O 0.1202 -0.1011 -0.3226
O -1.1728 1.0997 -1.6287
N 2.3747 0.2123 -1.7061
N 0.8620 0.2052 -0.2091
C 0.3423 -0.2258 0.4113
C -1.2573 1.1031 1.0013
C -0.0862 0.4354 -0.1550
C 0.0432 0.0684 0.3032
C -0.1454 -0.1187 -0.1670
C -0.0495 0.6791 0.7187
C 0.0149 0.7870 -0.3003
C -0.2086 -0.0561 -0.1992
C 0.7290 1.3601 4.6478
C 0.2008 0.3609 0.7207
C -2.8503 -0.5388 -0.8820
C -0.0502 -0.2414 0.6463
B 0.0357 0.0724 0.9263
B 0.5420 0.1119 -0.7737
B 0.2195 0.8429 1.3906
H 0.1382 0.1857 -0.2268
H -0.1259 -1.5669 0.1859
H -0.8471 -0.1664 0.0070
H -1.0048 0.7628 0.0595
H 0.6473 -0.0827 -0.1308
H -0.1970 -0.1520 -0.0931
H -0.0900 -0.2956 -0.2266
H 0.0248 -0.0607 -0.0191
H -0.2153 -1.4536 0.1261
H 1.3350 -0.6106 -0.9869
H 0.1560 0.0221 0.0202
H -0.4421 0.4095 0.2123
H 0.5754 1.1910 0.3293
H 0.1760 -0.0148 0.2195
H -0.9383 0.0232 -0.2934
H -0.1085 0.0053 -0.0363
H 0.8907 -0.0465 1.2877
H 0.1191 0.1105 0.0500
H 0.1187 -0.2512 0.1622
H -0.0685 -0.0152 -0.1433
H -0.0758 -0.0495 -0.1200
H 0.0834 0.1513 -0.1069
H -0.1209 -0.1070 -0.0259
H 0.0734 0.1808 -0.0893
H 0.9409 -0.3518 -1.1330
H 0.0985 -0.0505 0.2004
H -1.4492 0.4099 -0.2188
H -0.4772 -0.2857 0.4060
H -0.0790 0.0614 0.1790
H -0.3604 -0.3922 -0.4507



Total energy for every record listed, in sequence, given in eV: -44759.8006, -51802.2991.
HOMO energy for every record listed, in sequence, given in Eh: -0.4591, 0.0087.